[1]
Entry from the Open Molecules 2025 dataset: a structure of composition C22H35Cl2N4O3SeTi (the ωB97M-V functional and the def2-TZVPD basis).

Structure (XYZ):
```
68
Properties=species:S:1:pos:R:3:mulliken_spin:R:1
O 2.32 0.60 -3.59 0.00
C 2.80 1.52 -4.27 0.00
C 3.95 1.34 -5.22 0.00
C 4.46 0.03 -5.30 0.00
H 3.91 -0.77 -4.83 0.00
C 5.67 -0.21 -5.96 0.00
H 6.05 -1.22 -5.96 0.00
C 6.37 0.83 -6.57 0.00
H 7.33 0.64 -7.04 0.00
C 5.82 2.13 -6.57 0.00
H 6.35 2.93 -7.08 0.00
C 4.61 2.38 -5.91 0.00
H 4.15 3.38 -5.90 0.00
H 2.38 2.54 -4.21 0.00
C 2.63 1.78 0.41 0.00
C 1.20 1.46 0.72 -0.07
H 3.17 2.13 1.30 0.00
H 2.66 2.57 -0.35 0.00
H 3.17 0.91 0.01 0.00
C 0.37 2.00 1.61 0.05
C 0.74 2.83 2.81 -0.01
H -0.74 1.89 1.53 0.00
H 1.72 3.32 2.68 0.00
H 0.76 2.22 3.73 0.00
H -0.04 3.59 2.97 0.00
Ti 0.03 -0.06 -0.30 1.03
Cl 1.74 -1.54 -0.26 0.01
Cl 0.37 1.51 -1.91 0.01
C -0.23 -1.02 2.51 0.00
O -0.83 -0.81 1.41 -0.02
N -0.86 -1.48 3.59 0.00
C -2.30 -1.69 3.66 0.00
C -0.12 -2.06 4.69 0.00
H 0.85 -0.83 2.59 0.01
H -2.84 -1.09 2.92 0.00
H -2.60 -1.39 4.67 0.00
H -2.52 -2.75 3.54 0.00
H 0.95 -1.96 4.51 0.00
H -0.39 -3.12 4.79 0.00
H -0.39 -1.55 5.62 0.00
H -4.99 2.25 0.28 0.00
H -5.20 2.34 -2.30 0.00
C -3.99 2.67 0.13 0.00
C -4.15 2.63 -2.35 0.00
N -3.44 2.20 -1.15 0.00
H -3.33 2.39 0.97 0.00
C -2.46 1.32 -1.22 -0.01
O -1.86 0.86 -0.19 -0.02
H -3.68 2.14 -3.21 0.00
H -2.17 0.98 -2.23 0.01
H -4.08 3.76 0.09 0.00
H -4.08 3.72 -2.47 0.00
C -4.01 -1.44 0.00 0.00
N -3.19 -2.62 0.21 0.00
C -3.52 -3.65 1.06 0.00
C -2.53 -4.58 0.96 0.00
N -1.61 -4.09 0.06 0.00
C -0.47 -4.83 -0.43 0.00
C -2.03 -2.89 -0.45 0.01
Se -1.22 -1.93 -1.80 0.01
H -3.67 -0.60 0.63 0.00
H -5.05 -1.70 0.27 0.00
H -3.95 -1.15 -1.05 0.00
H -4.45 -3.63 1.61 0.00
H -2.43 -5.54 1.43 0.00
H 0.14 -5.19 0.41 0.00
H -0.81 -5.69 -1.01 0.00
H 0.12 -4.16 -1.06 0.00
```

Results
- 2S+1 = 2
- highest occupied orbital energy (spin up / spin down) (Eh) = -0.203 / -0.212
- Kohn-Sham gap (spin up / spin down) (eV) = 5.729 / 5.965
- E_LUMO (spin up / spin down) (eV) = 0.21 / 0.21
- <S²> = 0.755
- total charge = 0

[2]
Entry from the Open Molecules 2025 dataset: a cluster of 2 separate species, C3H2BrClF2O in total (the ωB97M-V functional and the def2-TZVPD basis).

Structure (XYZ):
```
10
Properties=species:S:1:pos:R:3:lowdin_charge:R:1
C -1.11 -0.08 0.43 -0.85
C 1.18 -0.33 -1.36 -0.57
C -0.40 0.61 1.44 -0.33
O -1.66 0.53 -0.54 -0.16
F -0.09 0.05 2.59 0.12
F -0.19 1.90 1.57 0.17
Cl -1.11 -1.79 0.69 0.74
Br -0.07 0.05 -2.50 0.93
H 1.61 -1.29 -1.29 0.00
H 1.83 0.33 -1.02 -0.05
```

Results
- 2S+1 = 1
- energy above the lowest of the compared OMol25 structures with the same formula, charge and spin (kJ/mol) = 392.2
- highest occupied orbital energy (spin up / spin down) (Eh) = -0.343 / -0.307
- Kohn-Sham gap (spin up / spin down) (eV) = 8.783 / 6.757
- E_LUMO (spin up / spin down) (eV) = -0.54 / -1.61
- total charge = 0

[3]
Entry from the Open Molecules 2025 dataset: a structure of composition C50H35BrF4N5P2Tc (the ωB97M-V functional and the def2-TZVPD basis).

Structure (XYZ):
```
98
Properties=species:S:1:pos:R:3:mulliken_spin:R:1
Tc -0.13 -0.22 -1.40 0.90
N 2.04 3.52 -0.50 0.02
C 1.56 2.47 -1.17 0.04
N 0.93 1.48 -0.59 -0.08
C 0.74 1.50 0.79 0.08
N 0.27 0.43 1.36 -0.03
N -0.06 -0.57 0.54 0.01
C 0.04 -1.84 1.23 -0.02
C -0.81 -2.92 0.65 0.03
C -1.84 -3.49 1.36 0.00
C -2.69 -4.43 0.79 0.00
C -2.43 -4.83 -0.52 0.00
C -1.38 -4.28 -1.20 0.00
N -0.59 -3.29 -0.67 0.02
C 1.17 2.65 1.55 0.01
C 0.97 2.77 2.93 0.01
C 1.48 3.85 3.61 0.00
C 2.20 4.84 2.93 0.01
C 2.39 4.75 1.56 0.00
C 1.87 3.66 0.87 0.01
H 2.55 4.25 -0.98 0.00
H 1.72 2.45 -2.24 -0.01
H -0.18 -1.70 2.30 0.00
H -1.98 -3.21 2.40 0.00
H -3.50 -4.87 1.35 0.00
H -3.02 -5.60 -1.00 0.00
H -1.14 -4.65 -2.18 0.00
H 0.41 2.00 3.43 0.00
H 1.35 3.93 4.67 0.00
H 2.60 5.68 3.47 0.00
H 2.93 5.52 1.03 0.00
F -3.88 2.24 -6.95 0.00
C -3.50 2.01 -5.72 0.00
C -4.21 2.54 -4.64 0.00
F -5.28 3.28 -4.84 0.00
C -3.77 2.29 -3.33 0.01
F -4.42 2.85 -2.32 0.00
C -2.65 1.51 -3.06 0.04
P -2.12 1.17 -1.32 -0.01
C -3.60 0.62 -0.42 0.00
C -3.81 -0.75 -0.28 0.00
C -4.95 -1.20 0.35 0.00
C -5.89 -0.30 0.83 0.00
C -5.66 1.06 0.71 0.00
C -4.51 1.53 0.11 0.00
C -1.76 2.84 -0.71 0.01
C -1.35 3.85 -1.57 0.00
C -1.03 5.10 -1.06 0.00
C -1.09 5.33 0.30 0.00
C -1.47 4.31 1.16 0.00
C -1.80 3.06 0.66 0.00
C -1.95 1.02 -4.15 -0.03
Br -0.34 0.05 -3.89 0.01
C -2.36 1.25 -5.46 0.00
F -1.66 0.74 -6.46 0.00
H -3.08 -1.45 -0.68 0.00
H -5.12 -2.26 0.47 0.00
H -6.80 -0.66 1.29 0.00
H -6.39 1.76 1.09 0.00
H -4.34 2.59 0.04 0.00
H -1.31 3.68 -2.64 0.00
H -0.76 5.90 -1.74 0.00
H -0.86 6.31 0.70 0.00
H -1.52 4.49 2.23 0.00
H -2.11 2.27 1.32 0.00
C 4.00 -5.93 2.51 0.00
C 4.65 -4.71 2.49 0.00
C 3.98 -3.57 2.10 0.00
C 2.63 -3.67 1.72 0.01
C 1.96 -4.89 1.78 0.00
C 2.65 -6.02 2.18 0.00
P 1.87 -2.22 0.97 -0.01
C 2.79 -0.77 1.52 0.01
C 2.75 -0.61 2.90 0.01
C 3.41 0.46 3.49 0.00
C 4.11 1.35 2.69 0.00
C 4.16 1.18 1.32 0.00
C 3.49 0.12 0.72 0.00
C 1.73 -2.40 -0.82 0.00
C 2.91 -2.33 -1.59 0.00
C 2.89 -2.57 -2.94 -0.02
C 1.68 -2.86 -3.56 0.01
C 0.53 -3.00 -2.83 0.03
C 0.51 -2.82 -1.42 -0.05
H 4.54 -6.82 2.79 0.00
H 5.69 -4.65 2.77 0.00
H 4.49 -2.62 2.09 0.00
H 0.91 -4.95 1.53 0.00
H 2.14 -6.97 2.22 0.00
H 2.22 -1.32 3.51 0.00
H 3.38 0.58 4.56 0.00
H 4.64 2.17 3.15 0.00
H 4.73 1.86 0.71 0.00
H 3.53 0.00 -0.36 0.00
H 3.84 -2.11 -1.08 0.00
H 3.81 -2.53 -3.51 0.00
H 1.65 -3.00 -4.63 0.00
H -0.39 -3.24 -3.34 0.00
```

Results
- 2S+1 = 2
- energy above the lowest of the compared OMol25 structures with the same formula, charge and spin (kJ/mol) = 306.5
- highest occupied orbital energy (spin up / spin down) (Eh) = -0.526 / -0.541
- Kohn-Sham gap (spin up / spin down) (eV) = 4.911 / 5.353
- E_LUMO (spin up / spin down) (eV) = -9.39 / -9.38
- <S²> = 0.764
- total charge = +3

[4]
Entry from the Open Molecules 2025 dataset: a structure of composition C36H80B3F12HgN4 (the ωB97M-V functional and the def2-TZVPD basis).

Structure (XYZ):
```
136
Properties=species:S:1:pos:R:3:lowdin_charge:R:1
Hg -2.78 -0.23 3.89 1.54
C 3.20 -3.63 -2.49 -0.06
C 1.96 -2.89 -2.01 -0.24
C 1.36 -2.04 -3.11 -0.09
N 0.10 -1.19 -2.80 -0.23
C -0.50 -0.57 -4.16 -0.06
C 0.52 0.46 -4.76 -0.13
C 0.70 1.70 -3.75 -0.11
C 1.03 1.16 -2.27 -0.12
C 0.14 -0.04 -1.86 -0.14
C -0.98 -2.11 -2.35 -0.03
H 3.83 -2.74 -2.57 0.08
H 3.01 -4.28 -3.34 0.09
H 3.44 -4.38 -1.73 0.09
H 2.20 -2.11 -1.29 0.10
H 1.30 -3.62 -1.52 0.10
H 1.06 -2.61 -3.99 0.15
H 1.97 -1.18 -3.39 0.12
H -0.96 -1.29 -4.84 0.14
H -1.39 0.00 -3.89 0.13
H 1.45 -0.02 -5.03 0.10
H 0.11 0.81 -5.71 0.12
H 1.37 2.42 -4.23 0.11
H -0.24 2.26 -3.76 0.08
H 2.01 0.70 -2.11 0.08
H 1.02 1.98 -1.56 0.11
H 0.56 -0.43 -0.94 0.13
H -0.85 0.36 -1.65 0.13
H -1.96 -1.69 -2.18 0.12
H -0.52 -2.62 -1.50 0.07
H -0.98 -2.86 -3.15 0.10
C 2.18 -0.13 2.23 -0.04
C 3.11 0.91 1.41 -0.17
C 4.65 0.62 1.36 -0.11
N 5.53 1.71 0.72 -0.23
C 5.18 2.03 -0.68 -0.14
C 5.39 0.80 -1.52 -0.16
C 6.92 0.38 -1.57 -0.15
C 7.54 0.18 -0.20 -0.14
C 7.03 1.24 0.87 -0.04
C 5.31 3.08 1.47 0.04
H 1.12 -0.11 1.96 0.05
H 2.30 -0.11 3.32 0.09
H 2.43 -1.17 2.03 0.05
H 2.89 1.85 1.92 0.10
H 2.77 1.06 0.39 0.07
H 4.85 -0.34 0.88 0.12
H 5.02 0.33 2.34 0.14
H 4.12 2.28 -0.72 0.12
H 5.92 2.78 -0.96 0.15
H 4.76 -0.07 -1.33 0.10
H 5.04 0.99 -2.53 0.12
H 7.16 -0.46 -2.21 0.12
H 7.47 1.20 -2.03 0.12
H 7.21 -0.78 0.20 0.11
H 8.62 0.04 -0.17 0.13
H 7.01 0.86 1.89 0.13
H 7.64 2.13 0.76 0.13
H 5.37 2.98 2.56 0.12
H 4.31 3.46 1.27 0.09
H 5.96 3.88 1.12 0.11
C 1.15 -4.11 2.16 -0.12
C 0.08 -4.96 1.69 -0.22
C -1.22 -4.18 1.04 -0.02
N -2.28 -5.09 0.21 -0.17
C -3.43 -4.09 -0.22 -0.09
C -4.30 -4.48 -1.39 -0.15
C -3.61 -5.14 -2.62 -0.16
C -2.68 -6.23 -2.11 -0.17
C -1.63 -5.76 -1.06 -0.08
C -2.89 -6.28 1.03 0.06
H 0.79 -3.36 2.87 0.08
H 1.66 -3.58 1.35 0.06
H 1.86 -4.68 2.76 0.10
H -0.29 -5.58 2.51 0.12
H 0.51 -5.61 0.92 0.10
H -0.95 -3.25 0.55 0.09
H -1.78 -3.79 1.88 0.11
H -2.91 -3.13 -0.25 0.09
H -3.98 -3.93 0.70 0.13
H -4.98 -3.72 -1.77 0.13
H -4.97 -5.19 -0.91 0.12
H -3.03 -4.39 -3.16 0.10
H -4.35 -5.48 -3.35 0.13
H -2.12 -6.49 -3.01 0.12
H -3.05 -7.23 -1.89 0.12
H -1.09 -5.01 -1.65 0.10
H -0.91 -6.53 -0.81 0.13
H -3.52 -6.83 0.33 0.10
H -3.47 -5.89 1.86 0.11
H -2.07 -6.86 1.45 0.10
C -2.79 4.19 -2.92 -0.09
C -3.51 4.34 -1.57 -0.21
C -2.59 4.40 -0.30 -0.05
N -3.28 4.96 1.05 -0.22
C -2.43 4.75 2.33 -0.10
C -1.15 5.56 2.29 -0.16
C -1.45 7.09 2.23 -0.16
C -2.29 7.35 1.00 -0.17
C -3.56 6.45 0.95 -0.11
C -4.68 4.29 1.20 0.05
H -2.15 5.02 -3.22 0.08
H -3.48 4.27 -3.76 0.08
H -2.30 3.23 -3.09 0.05
H -4.18 3.49 -1.45 0.11
H -4.15 5.21 -1.71 0.11
H -1.74 5.08 -0.37 0.11
H -2.38 3.35 -0.09 0.11
H -2.33 3.67 2.35 0.12
H -2.92 5.09 3.24 0.14
H -0.61 5.15 1.44 0.10
H -0.47 5.37 3.13 0.13
H -0.48 7.56 2.07 0.12
H -2.01 7.51 3.07 0.13
H -1.56 7.11 0.22 0.10
H -2.49 8.35 0.61 0.13
H -4.03 6.60 -0.02 0.12
H -4.25 6.76 1.74 0.14
H -4.56 3.27 0.81 0.10
H -5.35 4.93 0.64 0.10
H -4.98 4.47 2.23 0.11
B -2.24 -0.23 1.13 -1.42
F -2.25 1.05 0.59 0.15
F -2.07 -1.23 0.26 0.19
F -1.38 -0.41 2.22 0.07
F -3.48 -0.28 1.67 0.15
B -3.15 -2.81 4.41 -1.53
F -3.58 -1.90 5.38 0.13
F -3.87 -2.66 3.32 0.20
F -1.91 -2.37 4.00 0.11
F -3.17 -4.06 4.80 0.26
B -1.05 1.24 5.67 -1.31
F 0.30 0.99 5.57 0.16
F -1.50 1.59 4.39 0.06
F -1.65 0.05 5.88 0.15
F -1.34 2.09 6.76 0.13
```

Results
- 2S+1 = 1
- energy above the lowest of the compared OMol25 structures with the same formula, charge and spin (kJ/mol) = 346.2
- highest occupied orbital energy (Eh) = -0.628
- Kohn-Sham gap (eV) = 9.801
- E_LUMO (eV) = -7.28
- total charge = +3

no.,strongest force on any atom (eV/A)
1,3.248
2,4.516
3,2.595
4,4.728